# 1
This record from the OMol25 dataset describes a molecular structure, C43H42O19SnV in a non-equilibrium geometry. The level of theory is ωB97M-V/def2-TZVPD.

```
! RIJCOSX wB97M-V def2-TZVPD def2/J DEFGRID3
* xyz 2 2
O -24.0621 -18.6420 -22.6349
V -23.2743 -19.9566 -22.1132
O -21.6567 -19.6885 -22.0826
Sn -22.7993 -19.1821 -17.2798
C -24.7308 -20.8592 -20.0063
O -23.8231 -20.0385 -19.8792
O -25.3240 -21.2505 -18.9976
O -24.9219 -21.1069 -21.1794
C -23.9022 -16.3622 -19.8594
C -24.7208 -15.2624 -19.6970
C -24.1873 -14.0603 -19.2404
C -22.7760 -13.9022 -19.1454
C -21.9221 -14.9239 -19.4245
C -22.5092 -16.1592 -19.6866
O -21.6957 -17.2800 -19.9156
O -25.0116 -12.9915 -18.9959
H -24.3853 -17.2710 -20.1864
H -25.7900 -15.3226 -19.8371
H -22.4735 -12.9087 -18.8490
H -20.8778 -14.6636 -19.3342
H -20.7777 -17.0109 -19.8351
H -24.9738 -12.9265 -18.0388
C -25.9285 -25.7435 -22.5436
C -26.9111 -26.6426 -22.2027
C -27.8282 -26.3104 -21.1653
C -27.8044 -25.0917 -20.5173
C -26.6637 -24.2841 -20.7041
C -25.7851 -24.5755 -21.7590
O -24.7819 -23.6624 -22.1000
O -28.9095 -27.1414 -20.8712
H -25.1842 -26.0663 -23.2564
H -26.8267 -27.6132 -22.6689
H -28.6145 -24.8798 -19.8352
H -26.5079 -23.3316 -20.2194
H -25.0621 -22.8316 -21.7092
H -29.6300 -26.8000 -20.3364
C -30.5715 -23.2362 -17.6471
C -29.2684 -23.1281 -17.1012
C -28.3342 -22.2861 -17.6696
C -28.6140 -21.5942 -18.8516
C -29.9264 -21.6252 -19.3566
C -30.8971 -22.5063 -18.8281
O -32.1971 -22.5628 -19.1661
O -26.9985 -22.3464 -17.2800
H -31.2926 -23.9347 -17.2490
H -29.1012 -23.7491 -16.2336
H -27.9236 -21.0906 -19.5119
H -30.3110 -21.0122 -20.1583
H -32.4954 -21.8000 -19.6670
H -26.3457 -21.9729 -17.8766
C -19.3746 -23.2834 -23.8762
C -20.2943 -22.5258 -23.1841
C -21.4516 -23.0964 -22.6996
C -21.6304 -24.4542 -22.8296
C -20.8171 -25.1798 -23.6685
C -19.6597 -24.5898 -24.2169
O -18.9235 -25.2689 -25.1166
O -22.4133 -22.3171 -22.0525
H -18.4155 -22.8864 -24.1744
H -20.0256 -21.4798 -23.1886
H -22.4575 -24.9780 -22.3736
H -21.0616 -26.2304 -23.7229
H -18.4565 -24.7095 -25.7415
H -23.1654 -22.9025 -21.9369
C -27.8143 -16.8432 -18.8125
C -26.8554 -17.8359 -18.6000
C -26.9178 -18.4073 -17.3422
C -27.6775 -17.8893 -16.3209
C -28.5592 -16.7936 -16.6204
C -28.6060 -16.2624 -17.8611
O -29.5309 -15.2165 -18.0886
O -26.1753 -19.5421 -16.9627
H -28.0251 -16.5781 -19.8380
H -26.2877 -18.2823 -19.4030
H -27.6170 -18.4156 -15.3797
H -29.0618 -16.3307 -15.7841
H -30.0348 -15.3602 -18.8930
H -26.0190 -20.0810 -17.7417
C -22.8090 -25.8999 -16.6480
C -22.8797 -24.4678 -16.4294
C -23.2333 -23.7003 -17.5443
C -23.4692 -24.2412 -18.8025
C -23.3167 -25.5715 -19.0114
C -23.1576 -26.4210 -17.9186
O -23.4088 -27.7612 -18.0233
O -23.5738 -22.4024 -17.3427
H -22.4219 -26.5178 -15.8513
H -22.5854 -23.9918 -15.5057
H -23.7789 -23.6168 -19.6275
H -23.5482 -25.9772 -19.9852
H -23.3591 -28.2176 -17.1803
H -24.2194 -22.2131 -18.0276
C -27.9639 -16.2723 -22.2105
C -27.5842 -17.6026 -22.1101
C -28.4677 -18.6200 -22.4644
C -29.6972 -18.3014 -22.9823
C -30.1492 -16.9620 -22.9905
C -29.2902 -15.9299 -22.5605
O -29.6474 -14.6535 -22.5032
O -28.1576 -19.9278 -22.2667
H -27.2290 -15.5177 -21.9719
H -26.5645 -17.8564 -21.8607
H -30.3377 -19.1151 -23.2888
H -31.1457 -16.8247 -23.3838
H -29.4621 -14.1852 -23.3205
H -27.4833 -20.1873 -21.6346
*
```

Summary:
Largest force on an atom, eV/A: 8.2
LUMO level (spin up / spin down), eV: -9.15 / -9.29

These are the Mulliken partial charges, in e, on atoms 1 to 8: -0.63 1.19 -0.52 1.47 1.36 -0.72 0.53 -1.21

# 2
This record from the OMol25 dataset describes a molecular structure, C14H27CoN4O3 in a non-equilibrium geometry. The level of theory is ωB97M-V/def2-TZVPD.

```
! RIJCOSX wB97M-V def2-TZVPD def2/J DEFGRID3
* xyz 2 1
Co -0.4849 -0.8483 -0.7782
N 1.3812 -0.0655 -0.9504
C 2.3262 0.0379 -2.1159
C 2.3339 1.3589 -2.8917
C 1.2406 1.6193 -3.9210
N -0.0133 2.1384 -3.3412
H 1.3353 0.8448 -0.4927
H 1.8183 -0.6729 -0.2564
H 2.1386 -0.8005 -2.7895
H 3.3295 -0.1018 -1.7122
H 3.2844 1.3681 -3.4271
H 2.3957 2.1979 -2.1887
H 1.0317 0.6819 -4.4463
H 1.6209 2.3045 -4.6772
H 0.1570 2.5302 -2.4214
H -0.3794 2.9023 -3.8975
N -0.0197 -2.6612 -1.3918
C -0.8640 -2.9960 -2.5754
C -0.9020 -1.7528 -3.4306
N -1.2842 -0.6266 -2.5446
H 0.9647 -2.7092 -1.6492
H -0.1444 -3.3475 -0.6478
H -1.8611 -3.2466 -2.2111
H -0.4758 -3.8576 -3.1167
H -1.5834 -1.8627 -4.2730
H 0.0902 -1.5483 -3.8338
H -2.2990 -0.6036 -2.4366
H -1.0048 0.3215 -2.9212
C 0.4119 -0.6576 6.7972
O 0.5234 -1.2456 5.4913
C 0.0406 -0.5989 4.4461
C -0.5878 0.6640 4.5163
C -1.0477 1.2348 3.3823
C -0.9196 0.6109 2.1147
C -1.4208 1.2362 0.9543
C -2.1667 2.5298 1.0371
O -1.2741 0.7559 -0.2269
C -0.2854 -0.6657 2.0566
O -0.1335 -1.3642 0.9164
C 0.1807 -1.2382 3.2131
H 0.8726 -1.3695 7.4723
H -0.6349 -0.5204 7.0646
H 0.9501 0.2886 6.8363
H -0.7108 1.1786 5.4563
H -1.5272 2.1994 3.4675
H -3.0194 2.4362 1.7080
H -2.5162 2.8129 0.0474
H -1.5218 3.3167 1.4291
H 0.6543 -2.2086 3.1592
*
```

Summary:
Largest force on an atom, eV/A: 1.2
LUMO level (spin up / spin down), eV: -7.92 / -8.38

These are the Mulliken partial charges, in e, on atoms 1 to 8: -0.13 -0.12 -0.60 -0.83 -0.49 -0.56 0.27 0.39

# 3
This record from the OMol25 dataset describes a molecular structure, C25H33BF5NNa2O27S2 in a non-equilibrium geometry. The level of theory is ωB97M-V/def2-TZVPD.

```
! RIJCOSX wB97M-V def2-TZVPD def2/J DEFGRID3
* xyz 0 1
Na -3.8531 0.6650 -2.2924
Na -0.8415 0.1425 0.0519
O 0.9018 -0.6038 -2.4170
C 0.7378 -0.2690 -3.5709
O 1.6083 -0.0947 -4.4793
B 0.9671 0.3283 -5.7232
O -0.4723 0.2487 -5.4604
C -0.6830 -0.1159 -4.2424
O -1.7610 -0.3629 -3.7388
O 1.4483 -0.5222 -6.8610
C 2.0181 0.1859 -7.7824
O 2.4942 -0.2321 -8.8549
C 1.8684 1.7108 -7.3520
O 1.2033 1.7099 -6.1358
O 2.2602 2.6573 -8.0869
N -2.3038 1.8106 -0.7639
S -3.1041 2.7984 -0.1129
O -4.1710 3.2401 -0.9442
O -2.5736 3.6503 0.9049
F -3.8450 1.7976 0.8678
S -1.1384 2.9712 -1.2642
O 0.1749 2.4282 -0.9634
O -1.2406 4.4226 -1.3531
F -1.1519 2.5211 -2.8574
C 1.1521 4.4761 4.1772
C 0.9851 5.0619 2.7499
O 0.4255 4.1172 1.9533
C 0.6403 2.9183 2.5443
O 0.5121 1.7712 2.0140
O 1.2030 3.0993 3.7911
F 2.1353 5.5099 2.1463
H 0.2127 4.7092 4.6785
H 2.0407 4.9030 4.6422
H 0.1843 5.7974 2.6730
C 3.2881 3.1884 -2.1393
C 2.3188 3.2213 -3.2684
O 3.2073 3.3673 -4.4512
C 4.4388 3.6104 -4.0528
O 5.2968 4.0189 -4.8559
O 4.5448 3.5617 -2.6526
F 1.5476 4.3016 -3.0691
H 3.3844 2.1446 -1.8405
H 3.0244 3.8043 -1.2795
H 1.6883 2.3439 -3.4127
C 0.9258 -4.9185 -3.1173
C 1.4760 -4.0876 -1.9259
O 2.7076 -4.7219 -1.5999
C 2.6963 -5.9702 -2.0384
O 3.4720 -6.9056 -1.7933
O 1.5738 -6.1036 -2.7394
F 0.6796 -4.1265 -0.8908
H 1.4307 -4.6318 -4.0398
H -0.1606 -4.8422 -3.1627
H 1.4571 -3.0896 -2.3638
O 1.0399 -1.1121 1.1432
C 2.2323 -1.2164 1.4617
O 2.7672 -1.6897 2.5842
C 2.1306 -1.6134 3.7938
C 2.4392 -0.3140 4.5248
C 3.2774 -1.0988 0.4057
H 2.7298 -2.2239 4.4693
H 1.1107 -1.9689 3.9403
H 3.4570 0.0357 4.3517
H 2.2405 -0.2426 5.5942
H 1.7717 0.4695 4.1662
H 2.9201 -0.5210 -0.4466
H 3.6691 -2.0468 0.0369
H 4.1264 -0.5299 0.7849
O -1.7609 -0.2519 2.5762
C -1.8283 -0.8472 3.7432
O -1.9998 -0.2561 4.9487
C -2.2011 1.1442 4.9454
C -1.9970 1.7155 6.4546
C -1.7935 -2.3517 3.8164
H -3.1922 1.3765 4.5558
H -1.4323 1.6035 4.3241
H -1.1001 1.1600 6.7286
H -2.7930 1.3487 7.1026
H -1.8391 2.7937 6.4288
H -2.6331 -2.7863 4.3589
H -0.8452 -2.6882 4.2353
H -1.7400 -2.7670 2.8101
O -3.2323 -1.1591 -0.8327
C -3.2577 -2.3613 -0.8067
O -3.9738 -3.2414 0.0585
C -4.9388 -2.6977 1.0050
C -5.1650 -3.7907 2.0381
C -2.4529 -3.1304 -1.7372
H -5.8267 -2.4372 0.4289
H -4.6081 -1.7777 1.4870
H -5.7438 -4.6165 1.6243
H -5.5643 -3.3698 2.9609
H -4.2450 -4.2667 2.3772
H -1.8592 -2.3343 -2.1864
H -3.0659 -3.7579 -2.3843
H -1.8549 -3.7974 -1.1163
*
```

Summary:
Largest force on an atom, eV/A: 13.4
LUMO level, eV: -1.12

These are the Mulliken partial charges, in e, on atoms 1 to 8: 0.83 0.97 -0.40 0.72 -0.65 1.38 -0.58 0.39

# 4
This record from the OMol25 dataset describes 2 unconnected molecules or ions with the total composition C4H13N2S2 in a non-equilibrium geometry. The level of theory is ωB97M-V/def2-TZVPD.

```
! RIJCOSX wB97M-V def2-TZVPD def2/J DEFGRID3
* xyz -1 1
C -1.6670 -0.7847 -1.1332
C -0.7421 -1.5117 -2.1356
S 0.9636 -0.8993 -1.9750
N -1.4748 0.6685 -1.2163
H -1.3122 -1.1462 -0.1441
H -2.6736 -1.1485 -1.3431
H -1.0925 -1.3782 -3.1435
H -0.7820 -2.6095 -1.9710
H -2.0690 1.0202 -1.9975
H -0.4971 0.7385 -1.4821
C 0.7213 1.0226 2.0446
C 1.5699 0.1157 1.1752
S 3.2854 0.2426 1.7182
N -0.7166 0.8538 1.7214
H 0.8188 0.8073 3.1088
H 1.0874 2.0484 1.8401
H 1.2349 -0.9446 1.2817
H 1.5288 0.4872 0.1083
H 3.9538 -0.2234 0.5983
H -1.2354 1.5851 2.2455
H -0.9015 1.0560 0.6994
*
```

Summary:
Relative energy (zero: lowest compared OMol25 entry of this formula, charge and spin), eV: 0.420
Largest force on an atom, eV/A: 2.0
LUMO level, eV: 3.20

These are the Mulliken partial charges, in e, on atoms 1 to 8: -0.52 -0.65 -0.65 -0.59 0.19 0.36 0.26 0.27

# 5
This record from the OMol25 dataset describes a single C5H10N2O molecule in a non-equilibrium geometry. The level of theory is ωB97M-V/def2-TZVPD.

```
! RIJCOSX wB97M-V def2-TZVPD def2/J DEFGRID3
* xyz 0 1
C 0.6054 -0.6639 -1.3829
C 1.1086 -1.2512 -0.0491
C 0.1633 -0.8287 0.9621
C 0.0156 0.6891 1.2525
C -2.6687 1.9360 -0.3639
H 1.5289 -0.6134 -2.1586
H 0.3609 0.4720 -1.2314
H -0.4524 -1.4485 -1.5766
H 1.2393 -2.2261 -0.0086
H 3.1137 -0.9068 -0.2558
H 0.6834 -1.2158 1.9270
H -0.8045 -1.4218 0.9004
H 1.1003 0.8901 1.8325
H -3.6750 1.6192 -0.5964
H -2.0070 2.6314 -1.2431
N -0.7594 1.6066 1.0285
N -2.0443 1.3589 0.6424
O 2.4919 -0.6271 0.3209
*
```

Summary:
Relative energy (zero: lowest compared OMol25 entry of this formula, charge and spin), eV: 5.944
SMILES string: C=N/N=C\C[C@@H](C)O
Largest force on an atom, eV/A: 7.3
LUMO level, eV: 0.70

These are the Mulliken partial charges, in e, on atoms 1 to 8: -0.70 -0.11 -0.57 -0.07 -0.29 0.30 0.17 0.25